{
  "formula": "C49H90F2O16S3",
  "method": "ωB97M-V/def2-TZVPD",
  "species": ["H", "H", "H", "C", "H", "O", "H", "H", "H", "H", "C", "H", "H", "H", "O", "O", "H", "C", "C", "H", "S", "H", "H", "C", "C", "O", "H", "C", "H", "S", "H", "H", "H", "H", "H", "H", "H", "C", "H", "C", "H", "H", "F", "H", "C", "H", "O", "H", "C", "H", "O", "H", "H", "C", "H", "C", "H", "C", "H", "C", "H", "C", "C", "H", "C", "H", "H", "C", "H", "H", "H", "O", "H", "O", "F", "H", "H", "O", "C", "O", "H", "H", "H", "O", "H", "C", "C", "H", "H", "H", "C", "C", "H", "O", "H", "H", "H", "H", "H", "H", "H", "H", "H", "H", "C", "C", "H", "C", "O", "H", "H", "H", "H", "H", "H", "H", "C", "H", "H", "H", "H", "C", "C", "C", "C", "C", "C", "C", "H", "C", "H", "C", "H", "C", "O", "H", "H", "C", "C", "C", "S", "H", "C", "H", "H", "C", "O", "C", "H", "H", "C", "H", "H", "C", "C", "H", "H", "O", "C", "C"],
  "xyz": [[0.109, -1.259, -1.040], [-4.123, -3.425, -4.693], [3.340, 3.017, -4.207], [-1.307, 1.273, 0.641], [-4.474, -1.115, -1.137], [1.278, -1.538, -3.445], [5.602, -1.479, 2.391], [1.933, 1.366, -5.388], [6.598, 3.071, 0.607], [-7.919, -2.189, -1.787], [5.203, 2.183, 4.965], [-1.804, -4.911, -1.596], [-1.675, -3.230, -1.441], [-4.210, -4.194, -1.957], [-0.846, 2.266, -5.919], [-0.528, 1.807, 5.916], [2.009, 1.851, 1.204], [-2.070, -3.668, -4.469], [-6.568, -0.810, -0.681], [-3.552, -4.556, 5.835], [-0.160, -2.958, 2.956], [3.534, -3.318, -0.406], [2.302, 3.458, -1.730], [-1.929, -4.056, 4.543], [3.797, -4.033, 1.645], [-2.642, 1.134, -7.329], [-2.106, 1.728, 7.133], [0.618, 4.461, -2.812], [-1.747, 0.090, 6.457], [-1.687, 1.126, -6.258], [-5.567, -5.137, 0.760], [-4.045, -4.465, 4.100], [-2.106, -0.399, -0.459], [0.880, -0.787, 3.380], [-3.375, 1.773, -2.784], [-0.473, -1.083, 4.473], [-0.385, 2.951, 1.420], [-6.882, -1.860, -1.736], [-0.808, 5.907, -2.487], [5.029, 1.886, -0.235], [-6.233, -2.732, -1.599], [-0.648, 1.043, -3.940], [-2.537, 1.804, 0.881], [-1.985, -2.591, -4.634], [-3.442, -4.025, 4.889], [-6.243, 0.822, -2.799], [3.931, 1.784, 5.410], [-7.375, -0.084, -0.592], [-1.752, 1.160, 6.264], [5.846, -3.707, 2.528], [2.098, 5.448, -1.286], [4.466, -3.641, 3.602], [-3.636, -2.673, -2.326], [-4.056, -3.613, 0.998], [-3.270, -4.098, 0.436], [-1.968, -3.995, -2.171], [2.091, 2.724, 5.399], [-5.309, -4.214, 1.261], [0.051, -0.108, -7.257], [3.489, 3.601, 3.984], [4.628, 1.478, 0.694], [4.593, -1.894, 2.314], [-0.119, -1.211, 3.450], [-2.127, 2.859, -3.321], [-2.292, 1.880, -2.868], [2.485, 1.689, 3.946], [4.494, -2.299, -4.624], [0.253, 5.925, -2.736], [6.521, 0.274, -0.331], [-3.756, -3.001, 5.080], [4.277, 1.878, -5.294], [-6.431, -1.257, -2.960], [-1.361, -3.613, 5.364], [-0.048, -2.986, 1.517], [-6.667, -1.923, 3.692], [0.613, 6.935, -0.865], [-1.968, 2.869, 3.480], [0.819, -3.683, 3.744], [-6.233, -3.599, 2.098], [4.279, -1.877, 0.933], [-1.954, 1.990, -1.836], [2.093, -0.212, -0.118], [-1.692, -4.225, -5.325], [3.458, -0.801, -2.307], [0.019, 3.493, 4.838], [3.619, -2.719, -4.135], [-2.124, 2.847, 4.564], [-3.598, 1.346, 5.098], [-0.186, 3.724, -2.857], [-6.442, -1.319, 0.279], [2.439, 1.080, -4.462], [1.089, 1.413, 0.847], [5.028, 2.685, 2.859], [-2.426, 0.659, -4.875], [-4.793, 0.563, -0.713], [3.852, -3.439, -3.360], [0.907, 3.830, -0.744], [-1.701, -0.146, -3.033], [2.909, -4.440, 2.128], [5.772, 1.333, 4.577], [7.391, 3.893, -1.536], [4.351, 1.792, -3.579], [-2.836, 3.670, 4.656], [1.754, 1.288, -3.639], [1.136, 0.267, 0.062], [-2.513, 1.432, 4.982], [1.923, 7.194, -2.117], [1.215, 6.500, -1.666], [6.998, 1.828, -1.621], [-2.178, 0.698, 4.250], [5.658, 3.982, 3.771], [2.359, -2.718, 0.719], [-0.994, 3.684, 6.254], [-4.789, -0.180, -3.309], [-4.358, -0.945, 3.069], [-1.652, -5.110, 4.484], [4.932, 3.171, 3.838], [3.924, -1.305, 2.943], [5.905, 3.468, -2.346], [5.888, 2.665, 5.670], [2.862, -3.008, -4.862], [-5.661, -0.090, -2.659], [0.021, -0.355, -0.454], [4.808, -3.394, 2.592], [-5.212, -0.316, -1.205], [-1.660, 0.730, -3.679], [-3.482, -4.045, -4.061], [3.421, -2.969, 0.621], [-1.231, -1.154, -6.968], [6.025, 0.982, -0.997], [4.189, -4.875, 1.066], [-5.827, -2.452, 2.781], [4.103, 2.022, -0.806], [-4.608, -1.871, 2.566], [-1.220, -4.066, -3.375], [5.334, 4.082, 0.168], [3.467, 4.464, 4.657], [1.508, 4.192, -1.587], [-3.458, -3.719, -2.590], [-0.693, -0.342, -6.485], [2.702, -1.299, -3.431], [5.517, 0.355, -1.731], [-3.752, -2.412, 1.604], [2.942, 3.897, 3.090], [-2.800, -1.940, 1.403], [5.817, 3.158, -0.158], [2.847, -0.267, -4.697], [6.550, 3.204, -1.502], [0.421, 6.374, -3.713], [-7.206, -4.067, 2.154], [2.850, 2.398, 4.693], [-3.734, -5.079, -4.294], [-0.780, -0.637, 2.800], [-0.844, 3.076, 5.351], [-0.181, 1.937, 1.090], [1.224, 4.116, -3.658], [-0.068, -0.610, -5.635], [-1.723, -3.327, 3.341], [3.660, 1.992, -4.404], [-1.236, 0.155, -0.125]],
  "mulliken_charge": [0.578, 0.351, 0.322, -0.188, -0.657, -0.282, 0.215, 0.302, 0.293, 0.374, -0.541, 0.277, -0.007, 0.414, -0.565, -0.373, 0.615, -0.050, -0.267, 0.482, 0.839, -0.030, -0.410, -0.318, -0.640, -0.659, 0.346, 0.521, 0.370, 1.173, 0.379, 0.191, -0.127, 0.237, 0.161, 0.290, 0.785, -0.179, 0.358, 1.155, -0.048, -0.265, -0.551, -0.216, -1.110, 0.398, -0.476, 0.401, -0.797, 0.298, -0.445, 0.301, -0.624, -0.270, 0.594, -0.122, 0.156, -0.751, 0.411, -0.748, 0.053, -0.375, 0.019, 0.418, -1.444, -0.414, 0.372, -0.701, 0.298, 0.260, 0.430, -0.505, 0.392, -0.401, -0.414, 0.282, -0.196, -0.691, -0.732, -0.226, 0.296, 0.209, 0.446, -0.473, 0.255, -1.186, -0.306, 0.445, -0.528, -0.255, 0.215, -0.181, -0.468, -0.469, 0.455, 0.314, -0.370, -0.059, 0.271, 0.299, 0.371, -0.074, 0.399, -0.069, -0.915, 0.669, 0.334, -0.550, -0.522, -0.680, 0.497, -0.400, 0.264, 0.170, 0.348, 0.294, 0.072, 0.241, 0.122, 0.267, 0.416, -0.390, -0.578, -0.627, 0.700, 1.314, -0.727, 0.673, 0.361, -0.136, 0.309, 0.428, -0.846, -0.748, -0.488, 0.495, 0.372, 1.018, 0.395, -0.546, 1.039, -0.052, 0.696, 0.424, -0.155, -0.643, -0.327, -0.476, 0.310, 0.458, 0.585, 0.294, -0.447, -0.327, -0.599, 0.105, -0.100, -0.047, -0.994, 0.818],
  "orbital_gap_ev": 9.6,
  "e_above_lowest_kj_mol": 188.3,
  "e_lumo_ev": 0.35,
  "smiles": "CCOS(C)(=O)=O.CCOS(C)(=O)=O.CCOS(C)(=O)=O.Fc1ccccc1.Fc1ccccc1.C1CCOC1.C1CCOC1.C1CCOC1.C1CCOC1.C1CCOC1.C1CCOC1.C1CCOC1",
  "energy_ha": -4518.935682
}

=====

{
  "formula": "C17H25FeN4O9P2",
  "method": "ωB97M-V/def2-TZVPD",
  "species": ["H", "N", "H", "H", "C", "C", "C", "C", "H", "C", "O", "O", "H", "O", "O", "H", "N", "P", "C", "H", "H", "H", "N", "O", "H", "H", "H", "P", "H", "O", "H", "C", "H", "H", "H", "H", "Fe", "C", "H", "C", "H", "H", "C", "H", "H", "H", "C", "C", "O", "C", "H", "C", "O", "N", "C", "C", "C", "O"],
  "xyz": [[0.308, 0.194, 5.179], [3.788, -0.916, 1.286], [0.846, 2.077, -3.623], [-2.853, -3.723, 1.431], [1.407, -0.421, 1.983], [0.085, 0.153, -3.058], [2.379, -0.138, 4.654], [-3.791, -1.429, -0.415], [-2.835, 1.732, -0.125], [-1.339, -2.795, -1.252], [3.466, -1.436, 0.205], [2.023, 0.339, 6.900], [0.744, 4.636, -0.378], [-1.662, -0.062, 3.828], [-1.331, 0.610, 1.763], [2.254, 2.155, 0.424], [-0.882, 0.137, 2.885], [-2.114, -1.861, 0.100], [0.164, 1.639, -2.869], [-2.549, 2.919, -3.263], [-0.854, -3.513, -3.741], [-0.371, 2.191, -0.294], [-0.378, -0.641, -2.053], [0.947, -0.434, 0.776], [-2.340, 1.722, -1.907], [-0.568, -3.432, -0.791], [4.327, -0.511, 3.820], [0.617, 2.430, -1.294], [-0.714, 4.437, -1.344], [4.974, -0.597, 1.564], [-4.284, -2.293, -0.889], [2.213, 1.929, -0.651], [-2.528, -2.231, 2.415], [-2.120, -3.445, -1.666], [0.628, 0.317, -5.123], [-4.344, -1.116, 0.487], [-0.739, 0.126, -0.091], [1.008, -0.036, 4.385], [-1.161, -3.208, 1.829], [0.360, 4.222, -1.315], [3.008, 2.474, -1.178], [2.337, 0.845, -0.773], [0.523, -0.113, 3.077], [0.036, -2.079, -5.622], [-1.030, 1.991, -3.101], [0.858, 4.693, -2.168], [2.802, -0.608, 2.317], [-0.066, -1.682, -4.617], [-2.271, 2.021, -3.033], [-2.178, -2.864, 1.583], [-3.759, -0.568, -1.102], [0.276, -0.365, -4.346], [-2.221, 1.303, -0.747], [2.856, 0.064, 6.012], [3.271, -0.405, 3.611], [-0.556, -2.474, -3.582], [-0.745, -1.912, -2.328], [4.081, -0.049, 6.229]],
  "mulliken_charge": [0.633, 0.974, 0.706, 0.431, 1.402, 0.370, -0.741, -1.341, 0.128, -1.396, -0.540, -0.579, 0.409, -0.515, -0.512, 0.364, 0.720, 0.854, -0.992, 0.317, 0.495, -0.003, 0.768, -0.308, 0.386, 0.432, 0.629, 0.919, 0.388, -0.572, 0.438, -1.054, 0.331, 0.561, 0.455, 0.358, 0.648, -0.408, 0.372, -1.232, 0.556, 0.231, -0.189, 0.429, 0.252, 0.385, -0.791, -0.566, -0.728, -1.198, 0.297, -1.040, -0.574, 0.979, -0.420, -0.868, 0.525, -0.574],
  "orbital_gap_ev": [6.7, 7.3],
  "s2": 6.020,
  "e_above_lowest_kj_mol": 0.0,
  "e_lumo_ev": [-4.39, -4.41],
  "spin_multiplicity": 5,
  "energy_ha": -3504.912126,
  "charge": 1
}

=====

{
  "formula": "C4H5N",
  "method": "ωB97M-V/def2-TZVPD",
  "species": ["H", "H", "C", "C", "H", "C", "H", "N", "H", "C"],
  "xyz": [[0.449, 0.929, -1.898], [-1.922, -0.751, 1.168], [0.450, -0.442, 1.003], [1.118, 0.349, 0.131], [2.135, 0.619, 0.125], [-0.863, -0.694, 0.507], [-1.711, 0.222, -1.379], [0.290, 0.606, -0.897], [0.929, -0.860, 1.924], [-0.875, 0.023, -0.684]],
  "mulliken_charge": [0.283, 0.191, -0.055, -0.648, 0.402, -0.496, 0.325, -0.049, 0.310, -0.263],
  "orbital_gap_ev": 9.3,
  "e_above_lowest_kj_mol": 102.4,
  "e_lumo_ev": 0.97,
  "smiles": "c1cc[nH]c1",
  "energy_ha": -210.124749
}

=====

{
  "formula": "C3H4N3",
  "method": "ωB97M-V/def2-TZVPD",
  "species": ["C", "H", "H", "C", "H", "N", "C", "H", "N", "N"],
  "xyz": [[-0.687, -1.133, 0.269], [1.994, -0.240, -0.503], [1.320, 1.175, -0.842], [1.362, 0.544, -0.022], [1.889, 1.089, 0.766], [-2.015, 0.324, -0.261], [-0.030, 0.207, 0.153], [-0.623, -2.256, 0.401], [-2.150, -0.785, 0.182], [-1.060, 1.073, -0.142]],
  "mulliken_charge": [-0.039, 0.354, 0.392, -0.943, 0.326, 0.384, 0.571, 0.399, -0.178, -0.265],
  "orbital_gap_ev": [8.2, 7.5],
  "e_above_lowest_kj_mol": 451.3,
  "e_lumo_ev": [-8.88, -9.50],
  "smiles": "CC1=NN=[N+]=C1",
  "energy_ha": -280.457192,
  "charge": 1
}